Entry 1:
Here is 11 unconnected molecules or ions with the total composition C25H40N15 from the Open Molecules 2025 dataset. Energies are from ωB97M-V with the def2-TZVPD basis set.

LUMO	-3.295	eV
Kohn-Sham gap	9.521	eV
charge	+1
HOMO level	-12.8164	eV
spin multiplicity	1

Geometry as XYZ:
```
80
C25H40N15, DFT ωB97M-V with the def2-TZVPD basis set
H -6.14717 2.27930 -0.32880
H -2.48312 8.12302 2.90094
C 0.05271 5.63550 6.86351
H -2.78322 0.67839 -1.26675
H 0.48392 5.79464 7.85021
H -3.76494 0.45127 0.18289
H -6.74178 0.61903 -0.13675
N -0.07329 -3.40540 -1.19460
N 1.22553 5.52920 -0.34125
H 0.23941 1.38516 2.94639
H -3.69550 1.97154 4.43666
N -0.42925 -2.02100 -2.89177
H -0.80878 -1.42669 -3.61271
N -4.21722 5.54749 3.36011
C 6.13235 -0.50478 -3.34073
N -5.30382 -1.07081 -1.09405
H -0.47340 3.04110 0.58590
C 1.07425 -3.10010 -1.76889
H 6.98527 -1.15489 -3.52301
H -1.37556 3.79622 -0.73925
C 7.93288 -4.15726 -2.56841
N -7.25762 2.03121 2.60398
C -3.29555 6.21599 3.18669
H -5.74326 -1.78618 -1.67859
N -1.09853 2.72643 5.45542
H 0.84903 -5.76193 -5.48447
C -3.35215 -2.00313 -2.27351
H 2.50296 -5.33487 -5.01207
H -2.33230 -0.53976 -0.06395
H 1.56896 1.87296 4.01801
C -0.35352 2.14014 4.80346
C -3.17896 -0.07224 -0.57193
C -2.55425 1.93682 2.68405
N -2.30534 -2.75814 -1.59394
C 0.51293 4.62667 -0.37416
H -4.63983 2.01503 2.93228
H -1.48251 7.00721 3.83868
N 1.47635 -7.35801 -2.82227
C -4.04944 -1.04859 -1.30711
C -6.97192 1.66873 0.03682
N 4.70071 -3.84935 -1.30989
C 9.26377 -4.31928 -3.14456
N 3.97723 -1.56366 -4.35779
N 10.31370 -4.44262 -3.59721
H -4.07286 -2.68016 -2.73564
H 1.12580 -4.56554 -4.20755
H 7.70910 -3.09983 -2.45026
N 0.91519 -2.27109 -2.80622
H 0.67508 0.37610 4.34420
H 0.78645 5.14576 6.22680
C 1.48922 -5.49186 -4.64655
H 7.18661 -4.60779 -3.22000
C 0.59069 1.39724 3.97705
C 3.45051 -6.03976 -0.64351
C 4.15542 -4.81428 -0.99862
C 4.92990 -1.10397 -3.90292
N -1.59403 1.65395 2.11030
H -0.00171 2.73007 -1.09548
C -0.33254 6.90888 6.26899
H -2.90480 -1.39564 -3.06582
N -0.61172 7.89811 5.75172
C -0.38796 3.48004 -0.40637
H 2.59619 -6.15540 -1.31235
H -2.54830 -3.34194 -0.80484
C -3.73242 2.36569 3.42240
H 1.59187 -1.86871 -3.45157
H 6.31497 0.45981 -3.81057
C -1.01284 -2.72477 -1.88797
H 7.88486 -4.63341 -1.59138
H -7.87806 1.93920 -0.50241
C -7.14821 1.88833 1.46748
C 1.47129 -6.54261 -3.63575
H 2.07664 -3.41861 -1.50489
H 6.00624 -0.36806 -2.26831
H 3.11205 -5.99116 0.39015
C -2.14787 7.09120 2.98416
H 4.10892 -6.89756 -0.76409
H -0.81990 4.99100 6.94981
H -1.61359 6.81273 2.07668
H -3.74992 3.45966 3.45571
```

Here are the Löwdin charges for atoms 1 to 8, given in e: number 1, H, carries 0.08; number 2, H, carries 0.09; number 3, C, carries -0.07; number 4, H, carries 0.09; number 5, H, carries 0.08; number 6, H, carries 0.07; number 7, H, carries 0.04; number 8, N, carries 0.18

Entry 2:
Here is a molecular structure, C36H36BHgN9OP2 from the Open Molecules 2025 dataset. Energies are from ωB97M-V with the def2-TZVPD basis set.

LUMO (spin up / spin down)	2.506 / 2.506	eV
Kohn-Sham gap (spin up / spin down)	4.324 / 6.615	eV
energy above the lowest of the compared OMol25 structures with the same formula, charge and spin	30.3	kcal per mole
charge	-1
HOMO level (spin up / spin down)	-1.8180 / -4.1093	eV
spin multiplicity	2

Geometry as XYZ:
```
86
C36H36BHgN9OP2, DFT ωB97M-V with the def2-TZVPD basis set
N 2.13766 2.93844 2.65250
C 0.51150 -1.37039 3.31467
C -1.45729 3.08874 3.70195
C -2.06644 2.07846 1.86093
H -3.35237 -2.04718 0.39053
C -0.40735 -0.92057 -2.54212
H -3.70559 -0.85760 -3.54505
C 0.09942 -4.06675 3.78932
C -0.54167 6.10166 0.24261
C 0.16104 -2.04612 -3.16385
C -2.83982 -3.66171 -1.88648
H 1.28445 1.51747 4.18650
N -0.57113 3.84176 -0.49245
H -0.63781 1.13188 -3.17888
C 1.94734 -0.80166 -4.24999
Hg 0.59579 1.17793 0.30323
H -3.60370 2.99753 3.17691
C 0.23257 -2.21597 2.25362
H -1.39836 3.54901 -2.37283
C 2.09855 1.01429 -2.40118
C 0.58829 -1.86117 4.61101
C 2.19811 -4.46506 -1.38783
H -0.65325 7.91373 1.11495
H -2.57382 1.66590 1.00207
C -0.25778 4.73801 0.42217
H 0.43893 -3.59922 5.85848
C 2.66034 -1.85941 -0.56197
N -0.17019 7.03331 1.18825
C -1.15844 4.28122 -1.61254
C 3.43343 -3.87262 -1.61676
C -2.57726 2.76261 2.96110
N -1.31231 -1.98906 -0.01958
N 2.30222 2.25226 1.50054
H 4.59744 -2.07448 -1.43653
H -2.18631 -3.99085 -1.08881
H 3.25812 4.34920 3.72771
H -0.28840 -3.01880 -3.00226
C 1.19530 -3.75483 -0.75197
C -2.84769 -2.31391 -2.23135
H 2.83819 -0.82817 -0.28265
H -0.18830 -4.24628 1.67938
C -3.64182 -4.57526 -2.55791
B 1.06424 2.59473 3.69888
H 3.74237 2.25006 0.00058
C 1.44490 0.48471 -3.70137
C -1.44210 5.62014 -1.77855
H -1.92957 5.97980 -2.67694
H -0.06096 -5.12208 3.97195
H 5.01104 4.08618 1.63579
C -4.49509 -2.80965 -3.93600
H 0.67613 -0.31982 3.13369
C 0.14647 0.44351 -2.83925
C -2.41569 -1.97596 0.94800
H -3.61189 -5.62230 -2.27913
C 3.65856 -2.56460 -1.21737
C 3.20203 3.72968 2.84946
C -3.69400 -1.90497 -3.26252
H -2.36251 -2.83147 1.62386
N -1.14547 6.54005 -0.85446
C 1.30311 -1.97374 -3.97716
O 3.24087 1.26792 -2.04200
P -1.79174 -0.99234 -1.48126
H 0.22565 4.38252 1.32717
C 3.45483 2.64218 0.96496
C 4.07699 3.57851 1.79431
H 0.21220 -4.19294 -0.62723
H 2.84928 -0.77980 -4.84779
H -2.45519 -1.06244 1.55505
N 0.93179 1.06923 -1.74739
N -0.74124 1.99589 1.94842
H 4.20767 -4.42161 -2.13786
H -5.13881 -2.46912 -4.73811
H -0.03244 6.69342 2.12513
H 0.80994 -1.18224 5.42454
H 1.68280 -2.89950 -4.39655
H 1.07596 3.46470 4.53661
H 2.00704 -5.47409 -1.73296
H -1.36061 3.62154 4.63128
P 0.19251 -1.47975 0.58329
C 0.38083 -3.20990 4.84984
C 0.02721 -3.57365 2.50011
C 1.42982 -2.45719 -0.30932
N -0.36689 2.62579 3.07735
H -5.09613 -4.86845 -4.10995
H 1.41715 1.27594 -4.45774
C -4.47259 -4.15525 -3.58476
```

Here are the Löwdin charges for atoms 1 to 8, given in e: number 1, N, carries -0.10; number 2, C, carries -0.10; number 3, C, carries -0.11; number 4, C, carries -0.17; number 5, H, carries 0.06; number 6, C, carries -0.44; number 7, H, carries 0.09; number 8, C, carries -0.09

Entry 3:
Here is 12 unconnected molecules or ions with the total composition H24O12 from the Open Molecules 2025 dataset. Energies are from ωB97M-V with the def2-TZVPD basis set.

LUMO	-0.514	eV
Kohn-Sham gap	9.979	eV
SMILES string	O.O.O.O.O.O.O.O.O.O.O.O
energy above the lowest of the compared OMol25 structures with the same formula, charge and spin	51.1	kcal per mole
charge	0
HOMO level	-10.4932	eV
spin multiplicity	1

Geometry as XYZ:
```
36
H24O12, DFT ωB97M-V with the def2-TZVPD basis set
H 1.52392 1.79026 0.42354
H -3.05945 -0.82440 -0.15639
H 2.80321 -2.16089 -0.64967
H -1.33495 -2.86418 -0.60433
O -0.95706 0.84862 2.15266
H 1.97246 -1.29464 1.64774
H 3.24866 0.84982 -0.70005
O -0.49026 -2.46137 -0.94980
H -2.47768 -1.22157 1.27707
O -0.58158 -1.25532 -3.41387
H -0.27017 3.13143 -2.87797
H -1.60703 2.80197 -0.31975
O -3.30313 -1.06103 0.74030
O 2.26344 0.74974 -0.84294
O 2.63717 -1.72709 0.15076
H -1.06473 -0.92646 2.65895
O -2.34513 2.15189 -0.40026
H 2.17410 0.86803 -1.75437
O -0.46872 0.07823 -0.41609
H -0.55282 -1.55806 -0.67710
O -1.25422 -1.82300 2.35545
H -1.36104 -2.39223 3.08730
H -1.05110 1.83193 2.16155
H -0.76997 0.49764 0.38191
O 0.36653 2.75926 -2.22864
H 2.43099 -0.88048 -0.21293
H 0.79968 2.05078 -2.70070
H -0.45599 -1.51529 -2.51744
H -1.95425 1.33271 -0.52376
O 1.39826 -0.98928 2.36715
H 2.19533 2.78700 1.38756
O 1.36011 2.49919 1.04971
H -0.63493 -2.03807 -3.90941
H -0.04777 0.80851 2.48117
H 0.31412 0.53483 -0.65019
H 0.55397 -1.37844 2.18282
```

Here are the natural (NBO) charges for atoms 1 to 8, given in e: number 1, H, carries 0.48; number 2, H, carries 0.46; number 3, H, carries 0.48; number 4, H, carries 0.48; number 5, O, carries -0.98; number 6, H, carries 0.49; number 7, H, carries 0.51; number 8, O, carries -0.98

Entry 4:
Here is a molecular structure, C16H52BO15 from the Open Molecules 2025 dataset. Energies are from ωB97M-V with the def2-TZVPD basis set.

LUMO	2.047	eV
Kohn-Sham gap	6.318	eV
energy above the lowest of the compared OMol25 structures with the same formula, charge and spin	0.0	kcal per mole
charge	-1
HOMO level	-4.2711	eV
spin multiplicity	1

Geometry as XYZ:
```
84
C16H52BO15, DFT ωB97M-V with the def2-TZVPD basis set
O -0.81004 0.47860 -1.87388
H 7.63797 -2.46171 -4.73166
O 4.26542 -0.34630 -6.07718
C -4.22612 2.13087 4.44775
C 3.23094 -1.03336 -6.77568
C 7.78046 -2.51250 -3.64876
C 4.04796 -1.20715 0.50851
H 3.41625 -2.09918 -6.66798
H -5.23817 2.46933 4.20065
H 1.96956 -5.22551 -3.51973
C 1.31387 -1.56355 2.93880
H -4.33042 0.01881 4.18492
C -3.86554 0.86524 3.64814
O 2.54621 -5.55982 -4.21417
H 2.25103 -0.80342 -6.35048
O 2.36751 -2.01054 -2.36792
H -4.26912 -3.33694 -2.20287
H 3.31258 -2.53595 -4.14211
H 2.31767 -1.07892 -2.60271
H -3.95604 7.75092 2.82878
H 0.94549 8.66303 4.17537
H -2.34031 3.59519 2.56613
H -0.26688 -1.19631 -0.78719
H -2.43941 8.30695 2.09900
C 1.32512 7.83298 3.57061
O -2.49053 0.63948 3.57168
H -3.26550 6.88198 1.43842
H 1.69332 -7.46493 -4.15305
H -2.25708 2.95476 4.59674
H 6.69304 -0.95793 -3.21825
H 1.27570 6.91399 4.16119
H -4.24047 1.84709 5.50436
H -5.47938 -1.00026 2.54458
O -3.29261 1.29209 1.42903
H -1.34324 0.81145 -1.13740
H 3.57793 -0.25295 0.73253
C 2.66171 -6.96562 -4.05814
O 6.71440 -1.88249 -2.95396
H 4.69444 -1.09621 -0.36681
C -3.24697 3.26869 4.26193
H -0.30113 7.51537 2.57273
H -2.76654 5.84008 3.43973
C 3.46194 -2.61000 -3.06212
H -6.81635 -0.67567 0.64007
H 8.74720 -2.06825 -3.39436
H 5.21921 -2.43981 1.45732
H 3.23000 -0.78219 -7.83994
H 1.07463 -2.55963 3.32833
H -3.27373 -2.00067 -0.56829
O -3.14770 -2.95605 -0.48811
H 4.10107 0.59709 -6.15930
H -1.72403 -1.38456 -1.78052
C -4.32144 0.76760 2.18118
C -3.02521 7.42480 2.35569
H 3.10477 -7.22991 -3.09356
H 0.96859 -2.06782 1.11741
H -4.07184 -4.66995 -1.04858
H 3.49534 -3.65823 -2.78151
H 3.31595 -7.32313 -4.85040
H -1.47037 0.01430 1.58629
O -6.27166 -1.37240 0.25131
H -0.12775 -1.31676 -2.54872
C -4.61934 -0.74246 1.92589
H -5.26874 1.30376 2.00071
H -5.18891 -3.34224 -0.67996
H 2.40045 -1.47989 2.83481
B -2.01257 0.93184 2.16480
O 4.80602 -1.59556 1.65540
H 7.78662 -3.55701 -3.34585
O -3.23904 3.69671 2.90610
C -0.73431 -0.93285 -1.73096
H -1.23550 1.91724 2.20574
O -2.24414 6.62776 3.23559
C -4.93745 -1.06115 0.49800
H 4.40707 -2.13853 -2.79353
H -3.53861 4.12542 4.88776
O -4.15408 -1.12591 -0.40484
H 0.96055 -0.81793 3.64727
O 0.61831 7.70490 2.34994
H -3.76050 -1.34607 2.22619
H 3.26485 -1.93304 0.28564
C -4.22810 -3.59563 -1.14000
O 0.64205 -1.38116 1.70679
H 2.36647 8.03227 3.32301
```

Here are the Löwdin charges for atoms 1 to 8, given in e: number 1, O, carries -0.13; number 2, H, carries 0.08; number 3, O, carries -0.13; number 4, C, carries -0.12; number 5, C, carries -0.16; number 6, C, carries -0.16; number 7, C, carries -0.15; number 8, H, carries 0.07

Which value of spin multiplicity does entry 1 give? 1